No. 1
ORCA calculation (ωB97M-V/def2-TZVPD) on 3 unconnected molecules or ions with the total composition C26H63BrN6O8P3Si at a distorted geometry.

Results
Electronic energy (eV): -159089.5098
E_HOMO (eV): -4.45
Frontier orbital gap (eV): 6.38
LUMO energy (Eh): 0.0708

ORCA input file:
```
! wB97M-V def2-TZVPD RIJCOSX def2/J DEFGRID3
* xyz -1 1
C 2.763 4.687 2.170
C 2.061 5.985 2.616
C 0.654 6.160 2.047
Br 0.199 8.063 2.365
C -0.430 5.189 2.582
C -1.833 5.859 2.856
C -2.513 6.309 1.595
O -3.030 7.400 1.445
C -0.097 4.560 3.962
O 0.509 3.323 3.678
P -0.346 2.520 2.367
C -1.617 1.770 1.139
C -1.149 1.455 -0.257
O -1.897 1.656 -1.191
O 0.113 0.894 -0.527
C 0.823 1.508 -1.532
C 2.004 2.328 -1.080
O 0.597 1.406 -2.706
Si 0.662 0.618 3.095
C 0.180 -0.971 2.163
C 0.335 0.299 4.943
C 2.534 0.845 2.817
O -0.768 4.140 1.725
H 2.760 3.928 2.940
H 2.332 4.316 1.244
H 3.810 4.934 1.981
H 2.654 6.804 2.207
H 2.104 6.122 3.692
H 0.731 6.059 0.968
H -1.796 6.645 3.608
H -2.432 5.052 3.278
H -2.525 5.608 0.742
H 0.516 5.167 4.630
H -0.985 4.304 4.553
H -1.475 2.499 3.309
H 0.753 2.601 1.416
H -2.379 2.531 1.005
H -2.137 0.916 1.574
H 1.620 3.109 -0.424
H 2.706 1.712 -0.522
H 2.470 2.819 -1.926
H -0.874 -1.058 1.912
H 0.837 -1.105 1.305
H 0.400 -1.811 2.834
H 1.085 -0.404 5.313
H -0.630 -0.208 5.020
H 0.319 1.214 5.527
H 2.705 1.566 2.016
H 3.001 -0.094 2.520
H 2.981 1.278 3.712
O -4.479 -2.830 1.788
P -4.963 -3.217 0.414
N -4.320 -1.921 -0.507
C -4.985 -0.818 -1.166
C -2.870 -1.819 -0.539
N -6.650 -3.165 0.724
C -7.631 -2.504 -0.111
C -7.053 -3.042 2.123
N -5.285 -4.218 -1.005
C -4.902 -5.621 -0.726
C -4.912 -3.880 -2.368
H -4.603 -0.703 -2.189
H -4.822 0.131 -0.643
H -6.056 -0.965 -1.272
H -2.432 -2.621 -1.157
H -2.440 -1.900 0.462
H -2.539 -0.870 -0.957
H -7.629 -1.418 0.040
H -8.636 -2.863 0.132
H -7.489 -2.725 -1.169
H -6.940 -2.017 2.496
H -6.473 -3.706 2.756
H -8.100 -3.337 2.235
H -3.815 -5.743 -0.674
H -5.295 -6.300 -1.484
H -5.324 -5.937 0.233
H -3.844 -3.681 -2.501
H -5.489 -3.032 -2.734
H -5.174 -4.713 -3.024
O 5.528 -2.082 -0.915
P 5.056 -2.508 -2.284
N 5.815 -1.286 -3.236
C 5.237 -0.177 -3.960
C 7.265 -1.272 -3.212
N 3.375 -2.341 -2.046
C 2.469 -1.661 -2.951
C 2.923 -2.128 -0.669
N 4.730 -3.545 -3.675
C 5.016 -4.955 -3.324
C 5.173 -3.290 -5.035
H 5.659 -0.126 -4.974
H 5.434 0.783 -3.467
H 4.164 -0.268 -4.099
H 7.680 -2.121 -3.780
H 7.650 -1.336 -2.191
H 7.664 -0.360 -3.653
H 2.530 -0.573 -2.850
H 1.433 -1.940 -2.740
H 2.630 -1.938 -3.994
H 3.084 -1.094 -0.339
H 3.434 -2.794 0.018
H 1.858 -2.352 -0.590
H 6.090 -5.140 -3.223
H 4.611 -5.642 -4.069
H 4.539 -5.204 -2.371
H 6.256 -3.161 -5.134
H 4.661 -2.427 -5.458
H 4.885 -4.134 -5.666
*
```

---

No. 2
ORCA calculation (ωB97M-V/def2-TZVPD) on a molecular structure, C26H64As3N6SbV at a distorted geometry.

Results
Energy above the lowest of the compared OMol25 structures with the same formula, charge and spin (kcal/mol): 17.8
Electronic energy (eV): -251669.7334
E_HOMO (alpha / beta) (eV): -12.86 / -12.86
Expectation value of S²: 3.763
Frontier orbital gap (alpha / beta) (eV): 8.58 / 8.46
LUMO energy (alpha / beta) (Eh): -0.1574 / -0.1619

ORCA input file:
```
! wB97M-V def2-TZVPD RIJCOSX def2/J DEFGRID3
* xyz 2 4
V -0.724 0.900 0.992
N 0.531 2.404 2.102
C 0.319 3.842 2.302
C -1.018 4.118 3.000
N -2.116 3.379 2.399
C -3.081 2.851 3.354
C -3.403 1.408 2.968
N -2.131 0.701 2.766
C -2.758 4.044 1.274
C -2.111 3.680 -0.064
N -1.980 2.230 -0.203
H 0.643 1.978 3.025
H 1.420 2.284 1.613
H 0.353 4.343 1.332
H 1.117 4.274 2.921
H -1.194 5.204 2.991
H -0.921 3.809 4.044
H -4.002 3.443 3.404
H -2.646 2.844 4.357
H -3.978 1.362 2.038
H -4.003 0.945 3.764
H -2.334 -0.297 2.810
H -1.544 0.909 3.578
H -2.738 5.137 1.384
H -3.810 3.743 1.247
H -1.116 4.122 -0.131
H -2.720 4.104 -0.875
H -1.605 2.039 -1.133
H -2.918 1.826 -0.169
C 0.643 -1.168 4.107
As 0.642 -0.900 2.156
C 2.581 -0.716 1.964
C 0.518 -2.784 1.541
C -0.849 -3.357 1.145
C -1.857 -3.045 2.253
C -1.370 -2.766 -0.169
As -2.040 -0.903 -0.195
C -3.976 -1.183 -0.009
C -2.049 -0.708 -2.144
C -0.785 -4.896 1.031
As 0.219 -6.126 -0.231
C 2.101 -5.571 0.010
C -0.047 -5.310 -2.018
H 1.340 -1.976 4.347
H -0.342 -1.425 4.498
H 0.993 -0.259 4.607
H 3.066 -1.653 2.244
H 2.954 0.076 2.617
H 2.843 -0.464 0.937
H 0.931 -3.384 2.364
H 1.208 -2.874 0.696
H -1.932 -1.958 2.355
H -1.540 -3.478 3.200
H -2.835 -3.450 2.001
H -2.205 -3.386 -0.517
H -0.586 -2.815 -0.929
H -4.286 -2.006 -0.659
H -4.506 -0.282 -0.329
H -4.276 -1.413 1.013
H -2.509 -1.593 -2.594
H -1.034 -0.598 -2.527
H -2.629 0.168 -2.444
H -1.817 -5.233 0.886
H -0.493 -5.284 2.013
H 2.369 -5.584 1.065
H 2.328 -4.592 -0.408
H 2.729 -6.303 -0.495
H -1.104 -5.165 -2.227
H 0.334 -6.017 -2.754
H 0.480 -4.368 -2.145
N 0.596 0.640 -0.486
C 1.262 0.093 -1.279
N 1.995 -0.503 -2.157
C 2.360 0.106 -3.430
C 1.795 -0.719 -4.595
C 1.767 -2.214 -4.243
C 2.862 -2.536 -3.228
C 2.560 -1.829 -1.906
H 3.453 0.139 -3.483
H 1.982 1.128 -3.456
H 2.427 -0.550 -5.465
H 0.791 -0.381 -4.855
H 1.905 -2.809 -5.145
H 0.794 -2.491 -3.822
H 3.830 -2.224 -3.620
H 2.921 -3.610 -3.051
H 3.473 -1.741 -1.305
H 1.823 -2.403 -1.332
C 1.070 3.780 -3.450
Sb 1.468 3.658 -1.323
C 1.911 5.753 -1.139
C 3.545 3.077 -1.446
H 1.990 3.979 -3.988
H 0.382 4.601 -3.614
H 0.614 2.871 -3.832
H 2.549 6.060 -1.959
H 2.421 5.949 -0.203
H 0.997 6.333 -1.169
H 4.009 3.544 -2.308
H 3.658 2.000 -1.512
H 4.049 3.424 -0.549
*
```

---

No. 3
ORCA calculation (ωB97M-V/def2-TZVPD) on 11 unconnected molecules or ions with the total composition C26H64Br2O9 at a distorted geometry.

Results
Electronic energy (eV): -186510.6925
Structure (SMILES): c1ccccc1.BrCCBr.CCO.CCO.CCO.CCO.CCO.CCO.CCO.CCO.CCO
E_HOMO (eV): -8.98
Frontier orbital gap (eV): 9.21
LUMO energy (Eh): 0.0083

ORCA input file:
```
! wB97M-V def2-TZVPD RIJCOSX def2/J DEFGRID3
* xyz 0 1
C -5.807 -0.947 0.104
C -6.942 -0.587 0.820
C -6.821 -0.006 2.074
C -5.559 0.218 2.611
C -4.427 -0.197 1.918
C -4.551 -0.775 0.658
H -5.885 -1.383 -0.885
H -7.903 -0.786 0.360
H -7.724 0.229 2.625
H -5.491 0.711 3.573
H -3.444 -0.062 2.357
H -3.657 -1.085 0.132
Br 0.753 2.497 -3.028
C 1.478 4.143 -3.749
C 2.747 3.921 -4.535
Br 2.334 3.322 -6.343
H 1.578 4.831 -2.913
H 0.710 4.573 -4.391
H 3.394 3.176 -4.091
H 3.287 4.852 -4.672
C -0.069 -5.577 0.840
C 0.320 -4.246 1.421
O 1.737 -4.096 1.397
H 0.319 -5.657 -0.179
H -1.157 -5.632 0.760
H 0.245 -6.421 1.450
H -0.024 -4.183 2.464
H -0.232 -3.450 0.903
H 1.956 -3.374 1.994
C -2.381 3.379 2.429
C -1.410 3.235 3.589
O -1.712 2.130 4.417
H -2.053 4.161 1.739
H -3.382 3.613 2.790
H -2.403 2.451 1.852
H -1.408 4.126 4.218
H -0.384 3.160 3.189
H -1.549 1.339 3.881
C -1.756 -3.129 -2.189
C -2.917 -2.583 -2.985
O -4.068 -2.588 -2.136
H -0.856 -3.214 -2.807
H -1.936 -4.138 -1.820
H -1.529 -2.428 -1.384
H -3.078 -3.189 -3.883
H -2.702 -1.560 -3.312
H -4.860 -2.573 -2.679
C 4.952 -2.307 -1.381
C 3.556 -2.741 -0.977
O 3.384 -4.142 -1.137
H 5.443 -2.943 -2.116
H 5.578 -2.395 -0.487
H 4.966 -1.260 -1.670
H 2.738 -2.206 -1.474
H 3.471 -2.498 0.092
H 2.542 -4.347 -0.717
C -3.082 1.524 -3.805
C -2.768 2.850 -4.433
O -3.774 3.824 -4.085
H -4.127 1.249 -3.927
H -2.857 1.535 -2.733
H -2.458 0.726 -4.225
H -2.782 2.839 -5.520
H -1.816 3.249 -4.080
H -3.663 4.037 -3.154
C -0.101 -1.293 4.959
C -1.145 -1.342 3.875
O -1.068 -0.209 3.010
H 0.909 -1.327 4.538
H -0.217 -2.137 5.643
H -0.157 -0.367 5.536
H -2.159 -1.374 4.276
H -1.018 -2.250 3.273
H -0.377 -0.408 2.358
C -0.586 0.473 -0.377
C 0.733 -0.215 -0.200
O 0.937 -0.513 1.174
H -1.480 -0.127 -0.182
H -0.732 0.795 -1.411
H -0.646 1.360 0.258
H 1.533 0.455 -0.538
H 0.800 -1.115 -0.825
H 1.856 -0.793 1.282
C 4.310 1.548 -1.375
C 5.302 2.685 -1.291
O 5.310 3.370 -2.561
H 4.330 1.031 -2.336
H 3.292 1.946 -1.315
H 4.451 0.830 -0.566
H 6.303 2.288 -1.097
H 5.016 3.384 -0.502
H 6.162 3.796 -2.683
C 4.913 1.295 2.863
C 3.580 0.607 2.714
O 3.653 -0.565 1.886
H 5.721 0.599 3.095
H 4.862 1.982 3.714
H 5.153 1.884 1.980
H 2.896 1.274 2.195
H 3.184 0.338 3.695
H 4.395 -1.103 2.183
*
```

---

No. 4
ORCA calculation (ωB97M-V/def2-TZVPD) on 5 unconnected molecules or ions with the total composition C26H64Cl2N4 at a distorted geometry.

Results
Energy above the lowest of the compared OMol25 structures with the same formula, charge and spin (kcal/mol): 344.8
Electronic energy (eV): -58988.1276
Structure (SMILES): CCN(CC)CC.CCN(CC)CC.CCN(CC)CC.CCN(CC)CC.ClCCCl
E_HOMO (eV): -7.87
Frontier orbital gap (eV): 8.54
LUMO energy (Eh): 0.0247

ORCA input file:
```
! wB97M-V def2-TZVPD RIJCOSX def2/J DEFGRID3
* xyz 0 1
C 2.313 1.629 -2.280
C 1.579 2.832 -2.959
N 0.520 2.463 -3.871
C -0.531 3.258 -4.228
C -0.236 4.587 -4.530
C 0.949 1.838 -5.114
C 0.064 0.739 -5.739
H 1.815 1.079 -1.673
H 3.167 1.925 -1.650
H 2.658 0.844 -3.017
H 2.145 3.293 -3.542
H 1.233 3.535 -2.257
H -0.915 3.380 -3.143
H -1.344 2.824 -4.762
H 0.762 5.201 -4.344
H -0.927 5.186 -4.118
H 0.015 4.796 -5.654
H 1.997 1.513 -5.005
H 1.092 2.575 -5.826
H -0.944 1.198 -6.022
H -0.011 0.083 -4.850
H 0.385 0.458 -6.811
C -2.337 3.532 -0.503
C -1.244 2.930 0.441
N -0.703 3.944 1.391
C -1.576 4.667 2.137
C -2.492 3.992 2.813
C 0.310 3.450 2.273
C 1.617 3.226 1.493
H -2.553 2.881 -1.063
H -2.109 4.321 -0.945
H -3.255 3.637 0.137
H -0.673 2.597 -0.314
H -1.665 2.169 1.044
H -2.071 5.403 1.339
H -1.165 5.562 2.698
H -3.139 2.974 2.447
H -3.332 4.598 3.100
H -2.199 3.821 3.809
H -0.062 2.631 2.962
H 0.494 4.104 3.105
H 2.052 4.078 1.007
H 1.407 2.718 0.664
H 2.298 2.610 2.127
C 5.731 -3.216 2.830
C 4.843 -2.262 3.649
N 3.664 -1.858 2.846
C 2.469 -1.835 3.582
C 2.543 -1.145 4.743
C 3.926 -0.510 2.217
C 2.878 -0.215 1.097
H 6.688 -3.378 3.280
H 6.145 -2.784 1.790
H 5.288 -4.224 2.743
H 5.478 -1.401 3.975
H 4.528 -2.888 4.633
H 2.440 -2.789 3.959
H 1.670 -1.742 2.957
H 3.405 -0.991 5.350
H 1.870 -1.496 5.422
H 2.130 -0.031 4.412
H 4.858 -0.436 2.002
H 3.644 0.405 2.926
H 1.829 0.159 1.322
H 2.741 -1.039 0.265
H 3.186 0.645 0.581
C -5.184 -3.973 0.793
C -3.935 -4.379 1.333
N -2.804 -4.167 0.285
C -1.618 -3.740 0.802
C -1.132 -4.419 1.875
C -2.767 -5.325 -0.606
C -2.386 -4.915 -2.050
H -5.461 -4.525 -0.111
H -5.182 -2.907 0.274
H -5.931 -3.737 1.617
H -3.920 -5.467 1.600
H -3.767 -3.783 2.232
H -1.930 -2.700 1.249
H -0.993 -3.256 0.133
H -1.649 -5.008 2.542
H -0.414 -3.802 2.573
H -0.362 -5.101 1.785
H -3.563 -5.985 -0.387
H -1.836 -5.979 -0.296
H -2.274 -5.854 -2.729
H -1.449 -4.381 -2.194
H -3.103 -4.434 -2.558
Cl -0.411 -0.465 -0.243
C -1.480 0.045 -1.440
C -1.951 -1.179 -2.438
Cl -2.913 -0.378 -3.662
H -0.954 0.786 -1.923
H -2.270 0.443 -0.997
H -2.658 -1.891 -2.040
H -1.028 -1.619 -2.738
*
```